Entry 1:
8 unconnected molecules or ions with the total composition C33H45F3O5. Source: the OMol25 dataset; level of theory: ωB97M-V/def2-TZVPD.

```
! RIJCOSX wB97M-V def2-TZVPD def2/J DEFGRID3
* xyz 1 2
C 3.15 -3.12 -0.46
C 3.58 -1.84 -1.22
O 3.11 -0.76 -1.04
C 4.77 -1.96 -2.12
H 2.36 -2.94 0.28
H 4.01 -3.54 0.06
H 2.71 -3.87 -1.11
H 4.60 -2.57 -3.01
H 5.66 -2.44 -1.71
H 5.04 -0.99 -2.53
C -0.35 -1.14 -0.96
C -0.18 -0.73 0.52
O 0.33 -1.51 1.34
C -0.64 0.64 0.91
H 0.51 -1.64 -1.40
H -0.52 -0.32 -1.65
H -1.18 -1.84 -1.08
H -0.17 0.79 1.88
H -1.71 0.75 1.09
H -0.38 1.37 0.14
C -1.56 -2.32 -5.34
C -2.19 -3.59 -4.98
O -1.88 -4.66 -5.45
C -3.32 -3.42 -3.97
H -2.26 -1.49 -5.21
H -1.31 -2.36 -6.40
H -0.69 -2.15 -4.70
H -4.10 -2.72 -4.29
H -2.93 -3.01 -3.04
H -3.88 -4.33 -3.77
C 4.00 -1.28 2.78
C 3.43 -1.99 3.98
O 4.18 -2.83 4.55
C 2.10 -1.49 4.48
H 4.44 -0.30 2.98
H 3.17 -1.03 2.12
H 4.72 -1.91 2.24
H 1.38 -1.96 3.81
H 1.95 -0.41 4.49
H 1.97 -1.77 5.53
C -1.84 3.88 3.71
C -1.62 2.36 3.95
O -2.36 1.47 3.50
C -0.34 2.02 4.79
H -0.99 4.15 3.08
H -1.68 4.42 4.65
H -2.77 4.21 3.26
H -0.60 1.68 5.79
H 0.34 2.87 4.88
H 0.19 1.30 4.17
F -1.72 0.30 -3.58
C -0.87 1.15 -4.19
C -1.37 1.79 -5.31
C -0.57 2.72 -5.94
C 0.71 3.02 -5.45
C 1.21 2.30 -4.33
C 0.42 1.34 -3.76
H -2.36 1.54 -5.67
H -0.89 3.24 -6.83
H 1.35 3.68 -6.02
H 2.24 2.46 -4.06
H 0.81 0.71 -2.97
F -3.54 -2.95 1.38
C -3.01 -2.99 2.64
C -2.56 -1.77 3.15
C -2.05 -1.75 4.46
C -2.11 -2.93 5.23
C -2.51 -4.14 4.68
C -2.97 -4.15 3.36
H -2.62 -0.88 2.54
H -1.83 -0.81 4.94
H -1.91 -2.87 6.29
H -2.51 -5.06 5.25
H -3.37 -5.04 2.89
F 2.60 5.50 -0.21
C 1.38 5.03 -0.43
C 0.89 5.13 -1.70
C -0.46 4.78 -1.96
C -1.22 4.26 -0.91
C -0.65 4.12 0.36
C 0.68 4.46 0.62
H 1.51 5.55 -2.48
H -0.73 4.95 -2.99
H -2.21 3.89 -1.13
H -1.21 3.52 1.07
H 1.18 4.20 1.54
*
```

Output
ΔE to the lowest compared entry with this formula, charge and spin   2.1 kcal/mol
HOMO (alpha / beta)   -10.52 / -10.52 eV
Kohn-Sham gap (alpha / beta)   6.0 / 1.6 eV
E_tot   -53329.861 eV

Entry 2:
A molecular structure, C33H45HfN7O4S2Te. Source: the OMol25 dataset; level of theory: ωB97M-V/def2-TZVPD.

```
! RIJCOSX wB97M-V def2-TZVPD def2/J DEFGRID3
* xyz 1 2
Hf 1.15 2.36 -1.44
N 2.17 0.26 -1.31
C 2.57 -0.02 0.03
C 2.00 1.07 1.07
O 1.85 0.89 2.27
O 1.63 2.21 0.47
H 1.39 -0.30 -1.61
H 2.91 0.17 -2.02
H 3.69 0.08 0.04
H 2.41 -1.04 0.40
S 1.32 2.33 -4.13
C 2.70 3.36 -3.81
C 3.58 4.03 -4.66
C 4.50 5.04 -4.18
C 4.64 5.17 -2.78
C 3.73 4.48 -1.99
N 2.77 3.65 -2.48
H 3.52 3.89 -5.78
H 5.13 5.51 -4.92
H 5.38 5.84 -2.31
H 3.73 4.59 -0.83
C 0.08 6.44 4.41
C 1.17 5.48 4.56
N 1.48 4.62 3.64
N 2.69 4.12 4.05
C 3.15 4.67 5.14
S 4.55 4.26 5.94
N 2.11 5.55 5.55
N 2.10 6.52 6.57
H 0.17 7.04 3.52
H 0.15 7.00 5.35
H -0.88 5.90 4.26
H 3.08 3.29 3.63
H 1.65 5.98 7.32
H 3.10 6.56 6.90
C -0.76 5.97 0.46
C -0.64 4.54 0.11
C -1.32 3.62 0.96
O -0.03 4.11 -0.96
H -0.70 6.70 -0.38
H 0.11 6.13 1.17
H -1.63 6.17 1.11
H -2.23 3.23 0.54
H -1.50 4.10 1.98
H -0.70 2.68 1.04
C -2.91 0.94 -1.89
C -1.44 0.48 -1.93
O -1.31 -0.76 -2.41
N -0.49 1.26 -1.59
Te -2.33 -2.31 -0.93
C -2.59 -3.72 0.69
C -2.09 -3.39 1.97
C -1.38 -2.12 2.25
C -2.44 -4.25 3.00
C -3.35 -5.31 2.73
C -3.78 -6.17 3.91
C -3.78 -5.64 1.42
C -3.48 -4.78 0.40
C -3.88 -5.06 -1.05
C -0.94 -3.54 -2.13
C -1.24 -3.95 -3.44
C -2.52 -3.65 -4.12
C -0.36 -4.81 -4.07
C 0.88 -5.16 -3.56
C 1.86 -5.91 -4.47
C 1.14 -4.71 -2.23
C 0.22 -3.99 -1.48
C 0.57 -3.80 -0.02
H -3.58 0.22 -1.41
H -3.36 1.03 -2.93
H -3.02 1.94 -1.45
H -1.84 -1.74 3.16
H -1.44 -1.42 1.50
H -0.27 -2.25 2.55
H -1.93 -4.08 3.95
H -3.74 -7.20 3.59
H -4.79 -5.95 4.23
H -3.08 -6.00 4.71
H -4.42 -6.54 1.28
H -4.45 -6.05 -1.13
H -3.01 -5.24 -1.62
H -4.42 -4.27 -1.58
H -3.06 -2.79 -3.67
H -3.21 -4.49 -4.08
H -2.38 -3.43 -5.15
H -0.44 -5.10 -5.14
H 1.90 -5.39 -5.39
H 1.37 -6.91 -4.49
H 2.89 -5.95 -4.13
H 2.06 -5.03 -1.71
H -0.25 -4.32 0.51
H 0.58 -2.74 0.30
H 1.55 -4.23 0.16
*
```

Output
ΔE to the lowest compared entry with this formula, charge and spin   64.5 kcal/mol
HOMO (alpha / beta)   -8.95 / -8.87 eV
Kohn-Sham gap (alpha / beta)   5.0 / 2.8 eV
E_tot   -83835.753 eV

Entry 3:
A molecular structure, C33H45InN5S. Source: the OMol25 dataset; level of theory: ωB97M-V/def2-TZVPD.

```
! RIJCOSX wB97M-V def2-TZVPD def2/J DEFGRID3
* xyz -1 1
In -0.05 0.55 0.07
N 0.68 3.04 -0.42
N -0.22 0.50 -2.60
C -2.55 -0.90 0.96
C -3.24 0.08 0.19
C -2.86 1.37 0.64
C -3.25 2.67 0.07
H -3.69 2.56 -0.93
H -2.37 3.34 -0.01
H -3.99 3.19 0.71
C -1.88 1.20 1.68
C -1.25 2.28 2.46
H -1.86 2.56 3.34
H -1.13 3.19 1.86
H -0.26 1.98 2.83
C -1.71 -0.22 1.89
C -0.90 -0.85 2.95
H -0.03 -0.22 3.21
H -0.51 -1.83 2.64
H -1.48 -1.00 3.87
C -4.05 -0.16 -1.02
H -5.02 0.36 -0.97
H -4.26 -1.23 -1.17
H -3.52 0.22 -1.92
C -2.56 -2.36 0.78
H -1.53 -2.76 0.81
H -2.99 -2.65 -0.19
H -3.14 -2.88 1.57
C 1.59 3.97 -0.09
H 1.63 4.29 0.96
C 2.45 4.54 -1.05
H 3.21 5.24 -0.72
C 2.30 4.16 -2.40
H 2.97 4.59 -3.15
C 1.30 3.27 -2.75
H 1.12 2.95 -3.77
C 0.51 2.72 -1.73
C -0.52 1.72 -1.97
H -1.57 2.05 -2.03
C -0.28 -0.62 -1.81
C 0.00 0.15 -3.94
H 0.20 0.89 -4.70
C -0.01 -1.18 -3.99
H 0.18 -1.85 -4.81
N -0.28 -1.66 -2.70
C -0.56 -3.02 -2.34
C -1.83 -3.58 -2.56
C -2.08 -4.90 -2.14
H -3.06 -5.34 -2.32
C -1.09 -5.64 -1.49
C -1.35 -7.07 -1.08
H -1.44 -7.17 0.01
H -0.52 -7.71 -1.40
H -2.27 -7.44 -1.54
C 0.13 -5.05 -1.22
H 0.91 -5.61 -0.70
C 0.40 -3.73 -1.61
C 1.72 -3.11 -1.30
H 2.29 -2.86 -2.21
H 2.30 -3.83 -0.72
H 1.62 -2.20 -0.70
C -2.93 -2.81 -3.22
H -2.98 -3.02 -4.30
H -2.83 -1.73 -3.08
H -3.89 -3.12 -2.79
C 4.45 1.08 0.72
N 3.78 1.96 1.68
C 4.64 2.88 2.45
C 2.57 1.57 2.14
S 1.94 0.06 1.51
N 2.01 2.16 3.26
C 1.86 1.31 4.44
C 1.81 3.60 3.50
H 5.52 1.34 0.69
H 3.99 1.19 -0.27
H 4.37 0.04 1.05
H 4.42 3.93 2.22
H 4.55 2.70 3.53
H 5.68 2.69 2.16
H 2.55 1.63 5.23
H 0.83 1.38 4.82
H 2.10 0.28 4.16
H 0.97 3.99 2.92
H 1.55 3.72 4.56
H 2.69 4.21 3.31
*
```

Output
HOMO (alpha / beta)   -0.29 / -1.58 eV
Kohn-Sham gap (alpha / beta)   2.8 / 4.1 eV
E_tot   -58406.762 eV

Entry 4:
A molecular structure, C33H46CuN5O4Si. Source: the OMol25 dataset; level of theory: ωB97M-V/def2-TZVPD.

```
! RIJCOSX wB97M-V def2-TZVPD def2/J DEFGRID3
* xyz -1 2
Cu 0.38 0.33 0.48
C 2.99 -1.56 2.61
C 2.75 -0.42 3.56
C 3.77 0.11 4.33
C 3.54 1.19 5.17
C 2.28 1.75 5.24
C 1.22 1.24 4.50
C -0.13 1.89 4.57
C 1.47 0.14 3.67
N 0.49 -0.40 2.81
C -0.53 -1.02 3.20
C -0.89 -1.31 4.64
C -1.40 -1.63 2.12
C -2.49 -2.58 2.55
N -1.12 -1.35 0.92
C -1.71 -2.10 -0.15
C -1.15 -3.35 -0.42
C -0.04 -3.91 0.43
C -1.64 -4.08 -1.49
C -2.67 -3.58 -2.28
C -3.22 -2.34 -1.98
C -2.74 -1.58 -0.92
C -3.33 -0.22 -0.66
H 4.04 -1.83 2.59
H 2.68 -1.27 1.60
H 2.41 -2.44 2.88
H 4.77 -0.31 4.25
H 4.36 1.61 5.75
H 2.11 2.61 5.87
H -0.04 2.89 4.97
H -0.82 1.33 5.21
H -0.58 1.96 3.58
H -0.10 -0.96 5.30
H -1.04 -2.38 4.79
H -1.82 -0.81 4.91
H -3.13 -2.10 3.29
H -2.06 -3.47 3.01
H -3.09 -2.88 1.70
H 0.76 -3.18 0.55
H 0.37 -4.81 -0.03
H -0.39 -4.18 1.43
H -1.20 -5.04 -1.72
H -3.05 -4.15 -3.11
H -4.02 -1.94 -2.58
H -4.39 -0.21 -0.94
H -2.81 0.52 -1.27
H -3.24 0.08 0.38
C -1.54 4.81 0.65
Si -0.17 3.50 0.61
C 0.63 3.62 -1.08
C 1.04 4.00 1.96
C -0.90 1.82 0.82
H -1.13 5.82 0.51
H -2.07 4.80 1.61
H -2.27 4.64 -0.14
H 0.94 4.64 -1.32
H -0.09 3.29 -1.84
H 1.50 2.96 -1.14
H 1.56 4.92 1.69
H 1.78 3.22 2.11
H 0.52 4.19 2.91
H -1.60 1.69 -0.01
H -1.46 1.67 1.75
O 4.42 0.91 -0.22
C 3.30 1.03 0.21
N 2.21 1.17 0.66
C 1.43 1.90 -4.75
C 0.40 0.92 -5.30
C 0.09 -0.23 -4.33
C -1.05 -1.14 -4.85
C -0.87 -1.72 -6.24
C 1.33 -1.09 -4.17
O 2.01 -1.46 -5.11
N 1.62 -1.49 -2.90
C 1.03 -0.96 -1.75
O 1.46 -1.36 -0.65
N 0.06 -0.04 -1.82
C -0.43 0.36 -3.00
O -1.35 1.18 -3.08
H 1.64 2.68 -5.48
H 2.37 1.39 -4.53
H 1.07 2.37 -3.84
H 0.76 0.49 -6.24
H -0.55 1.43 -5.50
H -1.96 -0.54 -4.81
H -1.19 -1.96 -4.13
H -0.84 -0.94 -7.00
H -1.71 -2.38 -6.48
H 0.05 -2.30 -6.33
H 2.44 -2.06 -2.76
*
```

Output
ΔE to the lowest compared entry with this formula, charge and spin   0.0 kcal/mol
HOMO (alpha / beta)   -4.75 / -5.28 eV
Kohn-Sham gap (alpha / beta)   6.9 / 7.4 eV
E_tot   -103131.470 eV